1.
Density functional theory data (the ωB97M-V functional and the def2-TZVPD basis) for the molecule C3H5N3 at a distorted geometry.

The calculation puts the orbital gap at 9.3862 eV. As for the charge: 0. Its SMILES is Nc1cc[nH]n1. The calculation puts the HOMO energy at -8.4 eV. As for the spin multiplicity: 1. The calculation puts the energy above the lowest of the compared OMol25 structures with the same formula, charge and spin at 179.3 kJ/mol.

Each line ends with the Mulliken charge.
Atoms and positions in Å:
N  1.8162  -0.6592  -0.2401  -0.41
C  0.5022  -0.3006  -0.2601  0.68
C  -0.2481  0.0143  0.9414  -0.31
C  -1.2537  0.7809  0.4776  -0.58
N  -1.3246  0.6400  -0.9274  -0.13
N  -0.1442  -0.0088  -1.3518  -0.65
H  2.2427  -0.9782  0.6084  0.18
H  2.3488  -0.6407  -1.0919  0.22
H  -0.0909  -0.3846  1.9335  0.35
H  -1.7676  1.6187  0.9385  0.35
H  -2.0706  -0.0535  -1.0624  0.29


2.
Density functional theory data (the ωB97M-V functional and the def2-TZVPD basis) for the ion C12H13FN2O with charge +2 at a distorted geometry.

The calculation puts the orbital gap at 8.3788 eV. As for the charge: +2. The calculation puts the HOMO energy at -17.1 eV. As for the spin multiplicity: 1.

Each line ends with the Mulliken charge.
Atoms and positions in Å:
C  -0.3793  2.0473  4.9273  -0.97
C  -1.1201  1.8043  3.5231  -0.16
O  -1.5723  0.3870  3.3596  -0.33
N  -1.0678  0.0238  2.1431  0.28
C  0.2167  -0.6197  2.0943  -0.10
C  0.8706  -1.0204  0.7232  -0.48
C  0.0702  -0.7001  -0.5652  0.43
C  0.5401  -0.9676  -2.0557  0.46
C  0.4335  0.2640  -3.0435  -0.45
C  0.8470  0.1061  -4.5241  -0.30
N  1.3313  -1.1629  -5.0053  0.31
F  1.7098  -1.2427  -6.2991  -0.12
C  1.4673  -2.3307  -4.1449  -0.24
C  1.0606  -2.3136  -2.6282  -0.37
C  -1.3472  -0.0216  -0.4004  -0.61
C  -1.8960  0.3308  1.0000  -0.17
H  -0.4759  3.1486  5.2597  0.34
H  -0.7296  1.3170  5.7411  0.28
H  0.7377  1.8332  4.7670  0.26
H  -0.3397  2.0448  2.7027  0.25
H  -2.0049  2.5219  3.3322  0.35
H  0.7877  -0.8100  3.0758  0.41
H  1.8952  -1.5131  0.6651  0.41
H  0.0630  1.2783  -2.6378  0.43
H  0.7599  1.0326  -5.1930  0.41
H  1.8939  -3.2646  -4.6668  0.42
H  1.1693  -3.2292  -1.9621  0.42
H  -1.9928  0.2364  -1.3105  0.42
H  -2.9282  0.8202  1.1223  0.41